{
  "formula": "C18H57N3O12",
  "method": "wB97M-V/def2-TZVPD",
  "symbols": ["O", "O", "O", "O", "O", "O", "O", "O", "O", "O", "O", "O", "N", "N", "N", "C", "C", "C", "C", "C", "C", "C", "C", "C", "C", "C", "C", "C", "C", "C", "C", "C", "C", "H", "H", "H", "H", "H", "H", "H", "H", "H", "H", "H", "H", "H", "H", "H", "H", "H", "H", "H", "H", "H", "H", "H", "H", "H", "H", "H", "H", "H", "H", "H", "H", "H", "H", "H", "H", "H", "H", "H", "H", "H", "H", "H", "H", "H", "H", "H", "H", "H", "H", "H", "H", "H", "H", "H", "H", "H"],
  "positions_angstrom": [[5.961394, -2.570764, 0.644404], [0.245411, -1.378656, 1.906110], [0.585575, 0.363658, -4.182639], [4.714189, 0.139452, -3.138662], [-3.626149, -0.987656, -1.760414], [0.273200, -3.447105, -4.087551], [0.128494, 2.063441, 0.256197], [0.973571, -0.125049, -1.065063], [-1.897630, 4.621542, 5.124462], [-4.345195, 1.240183, 1.403337], [-2.489343, -0.519925, -4.760675], [0.281333, 1.496656, 2.854183], [4.104652, -0.653168, -0.574081], [-3.827531, 2.650407, 3.718442], [-0.933522, -2.415953, -1.647240], [5.451987, -3.863112, 0.966679], [-3.024252, 1.780097, 1.631638], [-4.651323, -1.960354, -1.808549], [-2.736424, -1.113829, -0.624600], [4.740370, 0.649718, -0.753855], [-3.143048, 4.214235, 5.661971], [-1.917850, -2.448124, -0.582974], [-3.034501, 2.994692, 2.572840], [-0.398686, -3.719474, -1.881988], [3.760521, 0.139227, -4.156195], [5.371095, -1.540611, 1.400960], [4.036842, -1.080584, 0.843572], [-4.108886, 3.882545, 4.513619], [-0.976915, 4.840994, 6.190233], [-4.962552, 2.026256, 0.428746], [0.772150, -3.748485, -2.805631], [4.398068, 1.150431, -2.133253], [1.275650, -3.099242, -4.998375], [-0.095233, 5.281182, 5.773067], [-0.266045, 0.204250, -4.643448], [-1.957299, 3.193073, 2.840298], [1.587696, -3.114895, -2.419055], [-4.177746, 4.722226, 3.833218], [-1.374118, 5.570619, 6.962599], [-4.181003, -2.942200, -1.822329], [-3.019231, 3.298868, 6.211636], [-2.422233, 0.949918, 2.064947], [-0.089326, -4.067427, -0.852749], [-5.060466, 3.736700, 5.017075], [3.559173, -0.296023, 1.403423], [5.819437, 0.576420, -0.675725], [3.351876, -1.938638, 0.841753], [-2.593349, -3.379400, -0.548568], [1.176374, -4.779746, -2.806118], [-4.734538, 2.202031, 3.394798], [5.490953, -4.531163, 0.100982], [0.493013, 2.885125, -0.125515], [-3.294915, 3.875852, 1.910645], [4.455193, 1.261455, 0.060752], [-4.257681, 2.081730, -0.488248], [3.284686, 1.321793, -2.319345], [5.947179, -4.295744, 1.823132], [-1.273666, -2.467066, 0.338123], [-2.087573, -0.256675, -0.634651], [-5.897611, 1.547873, 0.110777], [-5.267245, -1.806166, -2.653168], [5.154902, -1.912590, 2.440445], [-0.772642, 3.858790, 6.658389], [0.469480, -1.612322, 2.791697], [-2.635596, 0.404440, -4.884863], [-1.187098, -4.369410, -2.244831], [-2.913316, -0.684740, -3.919027], [-3.496489, 4.942529, 6.354603], [2.801297, -0.212205, -3.786308], [0.478110, 0.084732, -3.233620], [0.405634, -0.939088, -1.146681], [4.552405, -1.334012, -1.108586], [0.229923, -0.431549, 1.877810], [-5.052617, 3.081113, 0.762987], [-1.352403, -2.081126, -2.538463], [6.141413, -0.766468, 1.598163], [2.253764, -3.563309, -4.785654], [1.398219, -1.997679, -4.996804], [-3.287976, -1.122014, 0.335094], [0.796920, 1.362794, 0.006712], [0.227308, 2.049215, 2.072329], [3.582741, 1.105000, -4.571402], [4.394369, -3.834138, 1.157964], [-0.268836, 1.763570, 3.600789], [5.015902, 2.042141, -2.383636], [-5.294494, -1.817880, -0.894766], [0.939309, -3.315295, -5.986180], [4.111485, -0.549046, -4.900074], [-2.638954, 2.020466, 0.648019], [1.830240, -0.587335, -0.778065]],
  "forces_ev_per_angstrom": [[-0.09, -0.48, -0.29], [-0.18, -0.99, -1.17], [-0.68, -0.31, 0.62], [0.74, 0.66, 1.54], [0.85, 0.33, 0.04], [0.18, -0.03, 0.40], [1.23, 0.36, -0.32], [1.43, -2.14, 0.49], [0.20, 0.44, 0.64], [0.59, 0.26, 0.38], [0.37, -0.67, -0.17], [0.50, -1.09, 1.07], [-1.44, 1.37, 1.98], [-1.18, 1.01, 0.45], [-0.57, 1.02, -1.54], [-0.29, 0.22, -0.77], [0.04, -1.19, 0.61], [0.40, 0.22, 2.29], [-0.70, -1.89, 0.70], [0.24, -1.67, -1.09], [0.45, -1.19, -1.96], [-0.03, 0.69, 0.55], [1.52, -0.62, -1.78], [0.55, -0.65, 1.85], [-0.39, -0.87, 0.38], [0.09, -0.08, 2.25], [0.31, -0.64, -1.88], [-0.27, -0.57, 0.54], [-0.97, -0.05, 0.43], [0.99, 0.45, -1.69], [0.04, -0.96, 0.15], [-0.84, 0.19, -1.69], [0.66, 1.48, 0.11], [0.60, 0.04, -0.25], [0.60, -0.13, 0.75], [-1.07, -0.16, 0.01], [-0.27, 0.36, -0.48], [-0.15, 0.49, -0.06], [0.21, -0.83, -0.72], [-0.47, -0.28, -0.04], [0.23, -0.70, 0.52], [-0.43, 0.55, -0.22], [-0.10, -0.11, -1.05], [-0.35, 0.08, -0.11], [-0.01, 0.33, 0.51], [0.55, -0.05, -0.07], [0.07, 0.10, 0.29], [0.84, 1.20, -0.29], [0.00, 0.21, -0.05], [1.60, 0.87, 0.52], [0.66, 0.22, 0.03], [-0.32, -0.55, 0.19], [-0.45, -0.34, 1.11], [-0.67, 1.09, 0.53], [-1.16, -0.14, 0.99], [1.31, 0.28, 0.93], [0.34, -0.12, 0.26], [-1.09, 0.11, -0.36], [0.34, 0.30, -0.18], [0.14, 0.40, 0.29], [-0.39, 0.24, -1.07], [0.16, 0.10, -0.58], [0.18, 0.54, 0.10], [0.21, -0.08, 0.95], [-0.18, 1.04, -0.31], [-0.11, -0.58, -0.16], [-0.20, -0.26, 0.67], [-0.69, 0.90, 0.35], [-0.19, -0.12, 0.05], [-0.01, 0.40, -1.23], [-0.25, 0.66, -0.02], [0.87, -1.23, -1.07], [-0.03, 1.11, 0.29], [-0.53, -0.50, -0.14], [0.26, -0.22, 0.81], [-0.51, -0.13, -0.71], [-0.39, -0.08, -0.11], [0.24, -0.36, 0.22], [-0.24, 0.39, -0.49], [-1.18, 0.49, -0.12], [-0.55, 0.50, -0.33], [0.07, 0.92, -0.52], [-0.66, 0.25, 0.44], [0.02, 0.35, -0.62], [-0.65, -0.22, 0.18], [0.45, -0.50, -0.66], [-0.20, -0.61, -0.74], [0.16, -0.25, -0.58], [0.55, 0.20, -0.07], [-0.88, 1.24, -0.71]],
  "spin_multiplicity": 1,
  "de_lowest_kcal_mol": 24.39,
  "gap_ev": 9.41,
  "smiles": "COCCNCCOC.COCCNCCOC.COCCNCCOC.O.O.O.O.O.O",
  "largest_force_ev_per_a": 2.81
}

=====

{
  "formula": "CH6N5",
  "method": "wB97M-V/def2-TZVPD",
  "symbols": ["N", "N", "N", "N", "N", "C", "H", "H", "H", "H", "H", "H"],
  "positions_angstrom": [[-1.450865, 0.024576, 0.345113], [1.893211, -0.762081, -0.528134], [-2.693500, -0.045206, 0.099407], [1.476466, 0.992276, 1.028950], [-0.621520, 0.296450, -0.623622], [1.386109, 0.241540, 0.096506], [-1.024021, 0.074610, 1.251637], [1.750883, 1.924498, 1.423137], [-3.296236, 0.015011, 0.954496], [-1.156831, 0.247155, -1.439627], [1.701716, -1.125632, -1.485163], [2.642927, -1.251757, -0.069401]],
  "forces_ev_per_angstrom": [[-1.52, 1.49, -2.15], [0.19, -1.49, -1.77], [0.02, -0.01, 1.28], [-0.19, -0.04, -1.13], [1.61, -0.88, 2.38], [0.14, 2.16, 2.17], [0.07, -0.14, 1.07], [-0.44, -1.64, -0.79], [1.07, -0.49, -0.56], [-0.84, 0.06, -2.01], [-0.52, 0.84, 1.29], [0.41, 0.15, 0.22]],
  "spin_multiplicity": 1,
  "de_lowest_kcal_mol": 64.91,
  "gap_ev": [9.77, 9.77],
  "largest_force_ev_per_a": 3.07,
  "total_charge": 1
}

=====

{
  "formula": "C19H24ClN9O3PbS3Se2Te2",
  "method": "wB97M-V/def2-TZVPD",
  "symbols": ["Pb", "Te", "Te", "Se", "Se", "Cl", "S", "S", "S", "O", "O", "O", "N", "N", "N", "N", "N", "N", "N", "N", "N", "C", "C", "C", "C", "C", "C", "C", "C", "C", "C", "C", "C", "C", "C", "C", "C", "C", "C", "C", "H", "H", "H", "H", "H", "H", "H", "H", "H", "H", "H", "H", "H", "H", "H", "H", "H", "H", "H", "H", "H", "H", "H", "H"],
  "positions_angstrom": [[-0.995968, 0.409040, -1.891440], [-6.725056, -0.053369, -3.115040], [-4.557715, -2.058210, -2.873155], [-5.698546, 2.129564, -3.280371], [-3.051858, -1.687765, -0.939651], [2.033949, -0.092673, -3.810594], [2.624082, 3.204986, 1.316083], [4.575220, -5.940646, 4.361709], [-3.691732, 3.276129, 2.006083], [4.887288, -6.930611, 5.381199], [5.551132, -4.906710, 4.020811], [3.808190, -6.601729, 3.290851], [-4.268423, 0.732765, 1.111428], [3.049332, -4.288811, 6.119908], [-2.310008, 0.820618, -3.974635], [-2.093010, 1.545880, 0.735407], [2.981003, -4.041811, 3.710700], [3.016014, 1.268314, -0.535877], [0.772727, 1.819560, 0.012171], [-0.772504, 3.201540, -2.419634], [0.354106, -1.842475, 0.121339], [2.100939, 2.010758, 0.106020], [1.639579, -2.446390, 2.567644], [2.003819, -3.121083, 1.410177], [0.098731, 2.729015, 0.830448], [-1.609987, 1.496140, -5.052100], [-3.354577, 1.663070, 1.263318], [-2.114825, 3.688935, 1.599152], [-1.400589, 3.004655, -4.824359], [-1.351423, 2.650469, 1.016655], [0.194641, -1.094666, 1.206393], [0.545820, -0.901715, -3.157176], [0.802691, -1.352732, 2.447974], [3.362847, -4.600996, 4.875770], [1.264261, -2.837424, 0.253739], [-0.292773, 3.262205, -3.814279], [2.161490, -3.201304, 6.152637], [2.232923, -2.925126, 3.795428], [1.820767, -2.464641, 5.081666], [0.902000, 3.537918, 1.577560], [-2.345843, 3.438601, -4.550016], [0.887709, -1.674245, -2.508250], [0.175913, 4.250616, -4.012349], [-0.133693, 3.575964, -1.758080], [1.452023, -3.442780, -0.596627], [-0.479796, -0.242346, 1.073008], [-2.203811, 1.346893, -5.904827], [-2.642618, -0.093621, -4.311062], [0.550355, 4.344762, 2.248870], [1.786472, -2.936956, 7.163057], [0.614103, -0.674534, 3.287135], [0.057298, -1.335719, -4.050990], [2.558632, 0.677516, -1.264254], [-0.677424, 1.007286, -5.342838], [-3.120093, 1.443946, -3.835544], [1.238779, -1.506273, 5.202874], [2.750489, -3.856080, 1.455914], [-4.012634, -0.045306, 0.392775], [-1.664008, 3.679075, -2.338589], [0.558851, 2.552174, -3.978166], [4.027668, 1.532795, -0.696902], [-5.179225, 0.886428, 1.502242], [-1.669958, 4.645809, 1.912627], [-1.023752, 3.365292, -5.773993]],
  "forces_ev_per_angstrom": [[0.04, -0.19, 0.72], [1.40, -0.39, -0.01], [-0.36, 0.85, 0.86], [-0.06, -0.52, 0.26], [-0.43, 0.08, -1.28], [-0.39, 0.04, 0.29], [-1.88, -0.33, -0.86], [-1.98, -0.40, -0.06], [-0.09, -1.94, -0.77], [0.40, 1.29, 0.22], [0.78, -1.09, -0.28], [1.02, 0.92, 0.09], [-0.01, -2.19, -1.47], [-2.10, 1.77, -0.95], [-0.21, 0.07, 0.38], [-2.30, -0.46, 1.26], [-1.45, 2.15, 0.58], [0.52, -0.80, -1.77], [1.63, 0.60, -0.36], [-0.76, -1.38, -1.04], [0.73, -0.58, 0.20], [-0.90, 0.38, 1.18], [0.79, 0.58, -0.93], [-2.23, 1.16, -1.18], [1.02, -0.32, 0.50], [0.85, 0.33, -0.52], [2.93, 1.82, -0.92], [3.33, 0.18, -0.50], [1.18, -1.84, 0.09], [-2.26, 2.52, 0.96], [-0.18, 0.43, 0.76], [0.06, 0.72, -1.32], [-0.71, 0.61, -0.41], [1.00, -1.75, -0.21], [0.51, 0.39, 0.79], [1.10, 0.91, 0.15], [1.75, -1.59, 2.19], [0.43, -1.77, 2.48], [-0.69, 1.73, -1.63], [0.02, 0.64, 0.24], [-0.37, 0.61, 0.01], [0.08, -0.49, 0.60], [-0.42, -0.31, 0.05], [0.61, 0.32, 0.58], [0.03, -0.37, -0.89], [0.21, -0.24, 0.38], [-0.95, 0.23, -1.53], [-0.06, 0.61, 0.25], [0.53, -0.85, -0.40], [0.36, -0.18, -0.72], [-0.08, -0.39, -0.33], [0.03, 0.23, 0.57], [1.08, 0.49, 0.72], [0.27, 0.00, 0.59], [-0.18, -0.91, 0.46], [0.51, -1.35, -0.12], [0.72, -1.08, -0.06], [-1.03, 1.58, 1.83], [0.09, 0.04, 0.16], [-0.80, 0.25, 0.27], [-2.13, -0.30, 0.49], [-0.17, -0.35, -0.27], [-0.49, -0.59, -0.14], [-0.35, 0.41, -0.23]],
  "spin_multiplicity": 1,
  "de_lowest_kcal_mol": 101.76,
  "gap_ev": [1.63, 1.66],
  "largest_force_ev_per_a": 3.57
}

=====

{
  "formula": "C2H3N2P",
  "method": "wB97M-V/def2-TZVPD",
  "symbols": ["P", "N", "N", "C", "C", "H", "H", "H"],
  "positions_angstrom": [[-1.658960, -0.951214, -0.000716], [0.451372, 0.727262, -0.070252], [-0.889402, 0.513879, 0.000335], [1.948916, -1.355488, 0.066716], [1.288224, -0.311476, -0.056368], [-0.456450, -1.658438, -0.024080], [-1.453572, 1.357154, 0.018729], [0.769872, 1.678323, 0.065636]],
  "forces_ev_per_angstrom": [[-0.65, -0.24, 0.03], [0.24, -0.51, 0.10], [0.19, 0.55, -0.04], [0.53, -0.92, -0.02], [-0.75, 1.62, 0.03], [0.28, -0.32, 0.00], [0.30, -0.06, -0.04], [-0.15, -0.12, -0.05]],
  "spin_multiplicity": 1,
  "de_lowest_kcal_mol": 125.64,
  "gap_ev": [6.57, 7.66],
  "largest_force_ev_per_a": 1.78
}

=====

{
  "formula": "C17H13N3O6S",
  "method": "wB97M-V/def2-TZVPD",
  "symbols": ["S", "O", "O", "O", "O", "O", "O", "N", "N", "N", "C", "C", "C", "C", "C", "C", "C", "C", "C", "C", "C", "C", "C", "C", "C", "C", "C", "H", "H", "H", "H", "H", "H", "H", "H", "H", "H", "H", "H", "H"],
  "positions_angstrom": [[-3.329819, -3.598594, 0.581696], [-1.139724, 1.727275, -1.344742], [1.731564, 0.328910, 1.079179], [0.397457, 4.142148, -1.637620], [-3.353959, -7.392543, 0.991851], [3.643340, 1.849276, 2.231268], [3.842299, 4.716016, 1.357975], [-0.639394, -2.461190, 1.246079], [-0.760405, -3.778437, 1.638939], [-2.127380, -5.686407, 1.690039], [-1.926783, -4.336993, 1.406052], [0.898478, 2.188752, -0.209225], [2.392035, 5.677256, -0.103332], [0.514113, -1.819467, 1.321782], [1.824903, 1.616003, 0.686758], [3.996480, 2.591759, 3.409242], [0.705457, 3.642548, -2.974195], [2.075341, 4.256820, 0.006283], [0.652223, -0.464145, 0.724742], [-4.297004, -5.169955, 0.654160], [1.100299, 3.512330, -0.634311], [2.939440, 3.751385, 0.955169], [-3.295664, -6.191545, 1.193524], [3.459611, 5.887500, 0.690705], [-0.285833, 0.019261, -0.108780], [2.824392, 2.407156, 1.287116], [-0.240545, 1.359064, -0.612656], [-4.709402, -5.472155, -0.336598], [-5.128963, -5.136145, 1.332029], [-1.143068, -0.550550, -0.396727], [1.376707, -2.283336, 1.859208], [-1.332602, -6.329065, 1.824117], [3.128674, 3.173275, 3.765908], [1.765657, 3.917726, -3.221984], [1.866494, 6.406492, -0.681506], [3.961390, 6.836448, 0.854582], [-0.011093, 4.067276, -3.699874], [4.288870, 1.891132, 4.151032], [4.837431, 3.301795, 3.201724], [0.666062, 2.570005, -3.012530]],
  "forces_ev_per_angstrom": [[0.06, -0.46, 0.46], [-0.28, 0.61, -0.40], [-0.29, -1.83, 0.78], [0.04, -0.57, -0.33], [-0.95, 0.67, 0.51], [0.09, -0.70, 0.01], [-0.41, 0.06, -0.13], [0.97, 1.69, -0.97], [-0.49, -0.60, 0.31], [0.37, 1.73, 0.09], [1.78, 1.08, -0.04], [0.44, 0.02, -0.34], [0.67, -0.62, 0.23], [-0.97, -2.21, 0.98], [-0.27, 1.29, 0.03], [-0.21, 1.55, -1.20], [0.81, 0.74, 0.38], [-0.47, 1.55, -0.51], [-0.68, 0.80, -0.25], [0.86, -0.04, -0.14], [-0.18, 0.10, -0.29], [-0.26, -0.27, -0.64], [0.47, -2.42, -1.91], [-0.91, -0.38, -0.34], [0.65, -0.48, 0.78], [1.15, -0.12, 1.55], [-0.15, 0.22, -0.75], [0.71, 0.13, 0.72], [-0.39, 0.39, 0.44], [-0.19, -0.40, 0.00], [-0.52, 0.37, -0.58], [-0.69, 0.65, 0.00], [0.29, -0.20, -0.08], [-0.91, 0.07, 0.07], [-0.05, 0.17, -0.24], [0.29, -0.65, 0.40], [0.39, -0.07, 0.63], [0.23, -0.70, 0.51], [-0.68, -0.60, 0.15], [-0.34, -0.55, 0.10]],
  "spin_multiplicity": 1,
  "de_lowest_kcal_mol": 50.67,
  "gap_ev": 7.26,
  "smiles": "COc1c2occc2c(OC)c2c(=O)cc(/C=N/N=C3/NC(=O)CS3)oc12",
  "largest_force_ev_per_a": 3.12
}

=====

{
  "formula": "C2NaO4Rb",
  "method": "wB97M-V/def2-TZVPD",
  "symbols": ["Rb", "Na", "O", "O", "O", "O", "C", "C"],
  "positions_angstrom": [[-3.162637, -1.323087, 1.403738], [2.856702, 0.090563, 0.267960], [1.174287, 1.538148, 0.007668], [1.044621, -1.177014, -0.112268], [-1.057103, 1.412473, 0.186162], [-1.012653, -1.039639, -0.905437], [0.097086, -0.522582, -0.617500], [0.059697, 1.021137, -0.230326]],
  "forces_ev_per_angstrom": [[0.88, 0.49, -0.82], [-0.85, 0.11, -0.20], [0.97, 0.72, -0.44], [1.53, -0.05, -0.50], [0.61, 0.00, -0.70], [0.27, -0.05, -0.52], [-2.59, -0.43, 1.65], [-0.83, -0.79, 1.52]],
  "spin_multiplicity": 1,
  "gap_ev": 5.95,
  "largest_force_ev_per_a": 3.10
}